Below is one molecule with the formula C4H9NO, with properties calculated with the ωB97M-V functional and the def2-TZVPD basis.

Structure (XYZ):
```
15
Properties=species:S:1:pos:R:3
C -0.07564 -1.60873 0.99616
C 0.62337 -1.31691 -0.33432
N -0.03185 -0.21570 -1.04540
C 0.33978 1.05041 -0.60285
C -0.61730 2.14686 -0.14310
O 1.51316 1.26619 -0.36024
H 0.47352 -2.35160 1.58492
H -1.09524 -1.98162 0.84578
H -0.13653 -0.69039 1.59263
H 1.64491 -0.98224 -0.15184
H 0.67317 -2.21444 -0.95889
H -0.90933 -0.42240 -1.50006
H -1.66891 1.87161 -0.06803
H -0.48802 3.06849 -0.71926
H -0.24510 2.38048 0.86448
```

Its HOMO-LUMO gap is 0.384 hartree. The value obtained for the LUMO energy is 0.98 eV. The net charge is 0.

Atom charges from the Mulliken analysis, given in e for atoms 1 to 2: number 1, C, carries -0.9314; number 2, C, carries -0.5159